No. 1
The following is a DFT calculation (wB97M-V/def2-TZVPD) of a molecular structure, C26H52Cl2IrN3O5Si2 in a non-equilibrium geometry.

XYZ file:
```
91
Properties=species:S:1:pos:R:3
C -1.50 -0.54 -3.81
C -1.04 -1.88 -3.31
H -1.23 -0.39 -4.86
H -1.06 0.26 -3.19
H -2.59 -0.46 -3.71
C -0.60 -2.91 -4.04
C -0.46 -2.93 -5.53
H -0.33 -3.84 -3.54
H -0.70 -1.98 -6.01
H -1.11 -3.71 -5.96
H 0.57 -3.21 -5.81
Ir 0.01 0.03 0.09
Cl -0.27 1.91 -1.23
C -0.35 -2.47 1.74
O 0.66 -1.85 1.21
N -0.08 -3.45 2.63
C 1.29 -3.61 3.12
C -1.08 -4.42 2.94
H -1.43 -2.33 1.47
H 1.92 -2.74 2.85
H 1.71 -4.53 2.69
H 1.25 -3.72 4.22
H -2.02 -4.13 2.44
H -1.22 -4.45 4.03
H -0.75 -5.40 2.57
H 0.81 2.96 4.82
H -1.31 4.33 4.11
C 1.16 3.05 3.79
C -0.89 4.37 3.10
N -0.02 3.26 2.92
H 1.72 2.16 3.48
C -0.26 2.39 1.88
O 0.64 1.56 1.63
H -1.69 4.31 2.35
H -1.20 2.51 1.28
H 1.78 3.95 3.69
H -0.30 5.28 2.97
H 1.45 -0.28 -3.66
H 2.38 -2.63 -3.39
C 2.26 0.12 -3.03
C 3.22 -2.17 -2.84
N 2.77 -0.95 -2.16
H 1.89 0.94 -2.41
C 2.64 -0.91 -0.83
O 2.12 0.03 -0.20
H 3.60 -2.87 -2.08
H 3.00 -1.84 -0.32
H 3.08 0.46 -3.68
H 4.02 -1.92 -3.55
O 0.00 -1.30 -1.34
C -1.13 -1.99 -1.79
C 0.13 -4.02 -0.89
C -1.08 -3.41 -1.24
H 1.05 -3.44 -0.97
C 0.13 -5.34 -0.44
H -2.06 -1.50 -1.45
C -2.29 -4.11 -1.11
H 1.07 -5.81 -0.18
C -1.08 -6.05 -0.33
C -2.28 -5.43 -0.66
H -3.22 -3.60 -1.39
H -1.07 -7.08 0.02
H -3.23 -5.96 -0.57
Si -0.40 6.70 -3.33
Cl -0.69 5.99 -5.24
C 1.43 6.54 -2.93
C -1.44 5.64 -2.18
C -0.95 8.50 -3.29
H 1.75 5.49 -3.00
H 1.64 6.90 -1.92
H 2.03 7.14 -3.64
H -0.36 9.10 -4.00
H -0.82 8.92 -2.28
H -2.01 8.58 -3.57
H -1.13 4.59 -2.24
H -2.50 5.71 -2.45
H -1.33 5.98 -1.14
C 1.71 -0.15 4.72
Si 0.01 0.02 4.09
C -0.89 -1.46 4.69
C -1.32 1.17 4.69
O -0.23 0.18 2.45
H 1.54 -0.25 5.81
H 2.44 0.66 4.59
H 2.19 -1.08 4.39
H -1.07 -1.22 5.75
H -1.86 -1.60 4.19
H -0.30 -2.36 4.66
H -1.38 0.91 5.76
H -1.19 2.24 4.62
H -2.28 0.90 4.22
```

For the highest occupied orbital energy (alpha / beta), the calculation gives -4.7 / -6.6 eV. As for the spin multiplicity: 5. The HOMO-LUMO gap (alpha / beta) is 5.12 / 5.65 eV.

=====

No. 2
The following is a DFT calculation (wB97M-V/def2-TZVPD) of 9 unconnected molecules or ions with the total composition C24H48Br12O6S3 in a non-equilibrium geometry.

XYZ file:
```
93
Properties=species:S:1:pos:R:3
C -40.66 4.34 14.00
C -39.52 4.85 13.12
C -40.14 5.98 12.29
S -41.23 6.88 13.39
O -42.49 7.19 12.77
O -40.47 7.91 14.03
C -41.40 5.51 14.61
H -40.32 3.58 14.71
H -41.26 3.73 13.32
H -39.19 4.09 12.41
H -38.70 5.28 13.70
H -40.84 5.57 11.55
H -39.47 6.61 11.71
H -42.45 5.37 14.89
H -40.94 5.83 15.54
C -40.08 3.75 5.29
C -41.05 2.79 4.67
C -41.97 2.35 5.80
S -42.11 3.77 6.94
O -41.55 3.44 8.22
O -43.44 4.33 6.88
C -40.94 4.82 5.97
H -39.38 4.27 4.63
H -39.44 3.22 6.01
H -40.57 1.94 4.18
H -41.63 3.30 3.89
H -41.61 1.47 6.34
H -42.98 2.05 5.53
H -40.51 5.60 6.59
H -41.54 5.37 5.24
C -36.94 5.50 8.61
C -38.35 5.07 9.06
C -38.44 3.55 9.10
S -36.85 3.07 9.82
O -36.36 1.83 9.26
O -36.99 3.15 11.27
C -35.93 4.54 9.23
H -36.83 6.51 9.00
H -36.92 5.52 7.52
H -39.16 5.54 8.50
H -38.65 5.42 10.06
H -38.47 3.18 8.07
H -39.31 3.16 9.60
H -35.34 4.09 8.43
H -35.29 4.92 10.02
Br -42.72 -0.95 8.17
C -42.34 0.32 9.64
C -40.91 0.12 10.07
Br -40.34 1.45 11.38
H -43.06 0.04 10.40
H -42.52 1.33 9.28
H -40.25 0.35 9.23
H -40.71 -0.91 10.36
Br -34.53 10.48 9.66
C -33.00 9.84 10.73
C -33.30 8.61 11.55
Br -33.94 7.15 10.43
H -32.76 10.69 11.37
H -32.13 9.75 10.09
H -34.04 8.77 12.33
H -32.35 8.35 12.03
Br -39.25 8.26 7.92
C -39.58 9.32 9.57
C -38.23 9.72 10.13
Br -38.42 10.58 11.85
H -40.22 8.76 10.24
H -40.17 10.16 9.21
H -37.75 10.45 9.49
H -37.58 8.85 10.18
Br -36.22 -1.97 12.71
C -37.09 -0.29 12.21
C -37.61 0.46 13.41
Br -36.29 1.34 14.52
H -37.91 -0.53 11.54
H -36.31 0.27 11.71
H -38.21 -0.19 14.03
H -38.26 1.26 13.07
Br -32.75 2.67 13.96
C -32.38 3.06 12.08
C -33.34 2.30 11.17
Br -32.95 2.93 9.35
H -31.38 2.75 11.79
H -32.65 4.10 11.92
H -34.41 2.36 11.38
H -33.19 1.22 11.15
Br -36.32 2.33 6.08
C -36.38 0.39 5.92
C -37.45 -0.08 4.97
Br -39.18 -0.24 5.86
H -36.53 0.03 6.93
H -35.39 0.07 5.61
H -37.23 -1.03 4.50
H -37.58 0.63 4.16
```

For the highest occupied orbital energy, the calculation gives -9.8 eV. As for the spin multiplicity: 1. As for the SMILES: O=S1(=O)CCCC1.O=S1(=O)CCCC1.O=S1(=O)CCCC1.BrCCBr.BrCCBr.BrCCBr.BrCCBr.BrCCBr.BrCCBr. The HOMO-LUMO gap is 9.88 eV.